# 1
Here is a cluster of 2 separate species, CH6NO2 in total at a distorted geometry from OMol25. Energies are from ωB97M-V with the def2-TZVPD basis set.

CARTESIAN COORDINATES (ANGSTROEM)
O  0.744  -0.350  -1.744
O  -1.286  1.845  1.638
N  -0.300  -0.430  0.310
C  0.826  -0.830  -0.394
H  -0.294  2.114  1.530
H  -1.180  1.079  0.909
H  1.832  -0.528  -0.118
H  -0.127  0.130  -1.715
H  0.877  -1.953  -0.412
H  -1.092  -1.078  -0.004

## Properties
**Multiplicity**: 1
**ΔE to the lowest compared entry with this formula, charge and spin**: 29.38 kcal/mol
**HOMO-LUMO gap**: 7.258 eV
**Total charge**: -1
**HOMO**: -2.560 eV
**E_LUMO**: 4.698 eV

# 2
Here is a structure of composition C6H8O2 at a distorted geometry from OMol25. Energies are from ωB97M-V with the def2-TZVPD basis set.

CARTESIAN COORDINATES (ANGSTROEM)
O  -0.667  1.857  1.110
O  0.524  -0.278  2.112
C  -1.069  -1.054  -0.900
C  0.480  -0.811  -1.157
C  -0.564  1.175  0.049
C  -1.549  -0.116  0.036
C  0.700  0.175  -0.275
C  1.223  -0.191  1.149
H  -1.627  -1.916  -1.438
H  0.880  -1.866  -1.084
H  2.573  -0.208  1.284
H  1.675  0.596  -0.547
H  0.961  -0.399  -2.061
H  -2.495  -0.200  0.545
H  -0.457  1.274  1.743
H  -0.587  1.961  -0.566

## Properties
**Multiplicity**: 1
**ΔE to the lowest compared entry with this formula, charge and spin**: 130.06 kcal/mol
**HOMO-LUMO gap**: 9.669 eV
**HOMO**: -8.822 eV
**E_LUMO**: 0.847 eV

# 3
Here is the molecule C5H8N2 at a distorted geometry from OMol25. Energies are from ωB97M-V with the def2-TZVPD basis set.

CARTESIAN COORDINATES (ANGSTROEM)
N  -0.924  0.656  0.453
N  0.353  0.701  0.753
C  0.079  -0.781  -1.000
C  -1.209  -0.067  -0.783
C  -2.013  1.034  1.118
C  2.410  -0.506  0.070
C  0.948  -0.216  -0.124
H  0.316  -1.453  -1.813
H  -1.999  1.890  1.762
H  -2.698  0.218  1.320
H  3.034  0.216  -0.467
H  2.679  -0.447  1.130
H  2.663  -1.508  -0.291
H  -1.397  0.670  -1.576
H  -2.239  -0.405  -0.553

## Properties
**Multiplicity**: 1
**ΔE to the lowest compared entry with this formula, charge and spin**: 84.48 kcal/mol
**HOMO-LUMO gap (alpha / beta)**: 7.604 / 7.580 eV
**HOMO (alpha / beta)**: -7.387 / -7.268 eV
**E_LUMO (alpha / beta)**: 0.216 / 0.312 eV

# 4
Here is the molecule C8H7BrO2 at a distorted geometry from OMol25. Energies are from ωB97M-V with the def2-TZVPD basis set.

CARTESIAN COORDINATES (ANGSTROEM)
Br  -1.395  -0.205  -2.887
O  -2.060  -1.928  -0.713
O  -2.354  0.449  -0.308
C  2.299  -0.859  0.370
C  1.141  1.187  1.046
C  1.205  -1.265  -0.343
C  -1.703  -0.610  -0.898
C  2.271  0.381  1.074
C  0.076  -0.481  -0.264
C  -0.009  0.656  0.470
C  -1.344  1.381  0.250
H  -1.319  2.260  -0.527
H  3.078  0.844  1.499
H  1.044  -2.131  -0.992
H  -2.024  1.718  1.091
H  -2.998  -2.003  -0.670
H  3.088  -1.526  0.322
H  1.004  2.132  1.479

## Properties
**Multiplicity**: 1
**ΔE to the lowest compared entry with this formula, charge and spin**: 22.98 kcal/mol
**HOMO-LUMO gap**: 9.956 eV
**HOMO**: -9.254 eV
**SMILES**: O[C@@]1(Br)OCc2ccccc21
**E_LUMO**: 0.701 eV

# 5
Here is the molecule C4H5F3O at a distorted geometry from OMol25. Energies are from ωB97M-V with the def2-TZVPD basis set.

CARTESIAN COORDINATES (ANGSTROEM)
F  -0.254  2.372  0.051
F  -0.150  1.063  1.850
F  -2.594  0.150  0.641
O  0.490  -1.994  -1.021
C  -0.202  1.063  0.527
C  -1.344  0.199  -0.025
C  0.471  -1.289  0.098
C  0.988  0.252  0.024
H  0.807  -1.584  -1.756
H  1.895  0.503  0.514
H  -1.630  0.394  -1.062
H  0.364  -1.658  1.217
H  1.159  0.527  -1.059

## Properties
**Multiplicity**: 1
**ΔE to the lowest compared entry with this formula, charge and spin**: 70.11 kcal/mol
**HOMO-LUMO gap (alpha / beta)**: 8.587 / 8.601 eV
**HOMO (alpha / beta)**: -8.213 / -8.223 eV
**E_LUMO (alpha / beta)**: 0.374 / 0.378 eV

# 6
Here is the molecule C3H5FS at a distorted geometry from OMol25. Energies are from ωB97M-V with the def2-TZVPD basis set.

CARTESIAN COORDINATES (ANGSTROEM)
S  0.172  1.074  -1.566
F  1.323  -0.786  0.674
C  -0.277  -0.652  -1.028
C  -0.471  0.512  -0.131
C  0.469  0.292  0.995
H  -1.524  0.783  0.166
H  1.118  1.328  1.126
H  -0.008  -0.118  1.948
H  -1.320  -1.047  -1.445
H  0.518  -1.387  -0.739

## Properties
**Multiplicity**: 1
**ΔE to the lowest compared entry with this formula, charge and spin**: 38.45 kcal/mol
**HOMO-LUMO gap**: 9.873 eV
**HOMO**: -9.013 eV
**SMILES**: FC[C@@H]1CS1
**E_LUMO**: 0.860 eV

# 7
Here is the ion C4H11N2S with charge +1 at a distorted geometry from OMol25. Energies are from ωB97M-V with the def2-TZVPD basis set.

CARTESIAN COORDINATES (ANGSTROEM)
S  2.444  -0.832  0.280
N  -0.347  -1.378  -0.663
N  0.557  1.115  -0.517
C  1.931  0.967  -0.251
C  -1.278  -0.352  0.206
C  -2.579  -0.525  0.262
C  -0.509  0.956  0.417
H  -1.177  1.719  0.337
H  2.843  -0.541  1.579
H  -0.833  -2.267  -0.577
H  2.682  1.085  -0.959
H  0.592  -1.245  -0.033
H  -3.040  0.233  0.870
H  -0.276  0.978  1.522
H  2.015  1.640  0.699
H  -3.003  -1.426  -0.136
H  0.382  0.798  -1.461
H  -0.404  -0.927  -1.574

## Properties
**Multiplicity**: 1
**ΔE to the lowest compared entry with this formula, charge and spin**: 67.47 kcal/mol
**HOMO-LUMO gap**: 9.973 eV
**Total charge**: +1
**HOMO**: -13.297 eV
**SMILES**: C=C([NH3+])CNCS
**E_LUMO**: -3.324 eV

# 8
Here is a cluster of 2 separate species, C16H32F4N5O3PS in total at a distorted geometry from OMol25. Energies are from ωB97M-V with the def2-TZVPD basis set.

CARTESIAN COORDINATES (ANGSTROEM)
S  -4.977  -2.289  -1.456
P  -3.775  -1.180  -0.420
F  -1.740  -3.596  0.195
F  1.778  2.667  -2.823
F  3.258  1.372  -3.734
F  1.311  0.581  -3.180
O  0.929  0.875  -5.903
O  2.081  2.854  -5.816
O  -1.172  3.524  5.094
N  -1.034  -2.587  0.753
N  0.910  2.478  4.496
N  -0.711  -4.153  2.604
N  -0.430  -0.244  0.833
N  -2.078  -1.258  -0.906
C  1.022  -0.261  0.451
C  -0.192  -2.920  1.934
C  2.675  -0.846  -5.678
C  -1.065  1.119  -1.206
C  1.926  0.127  -6.575
C  -1.692  -0.185  -1.874
C  -1.139  0.983  0.375
C  -0.455  2.504  5.078
C  -1.123  1.173  5.690
C  1.946  1.666  -3.726
C  0.709  1.956  3.107
C  -1.805  -3.719  3.528
C  1.838  1.041  0.884
C  1.328  2.041  -5.121
C  -1.164  -1.364  0.220
C  1.972  1.208  2.486
H  1.999  -1.331  -4.969
H  -0.317  0.386  5.860
H  3.455  -0.340  -5.111
H  1.136  3.483  4.371
H  -4.208  0.180  -0.519
H  0.333  2.425  -4.817
H  -3.853  -1.589  0.962
H  -0.152  1.207  3.118
H  -2.706  -3.455  2.884
H  -1.810  0.738  4.881
H  1.457  2.009  0.437
H  2.901  1.858  2.661
H  0.073  -4.586  3.109
H  -0.019  -2.056  2.649
H  2.911  0.868  0.515
H  1.384  -0.468  -7.318
H  2.613  0.761  -7.142
H  -1.596  2.073  -1.549
H  -2.242  0.914  0.688
H  -1.743  1.387  6.610
H  1.567  -1.148  0.937
H  -2.029  -4.516  4.298
H  -2.662  0.151  -2.392
H  0.837  -3.225  1.522
H  -1.483  -2.779  4.084
H  1.135  -0.442  -0.679
H  3.169  -1.613  -6.281
H  0.011  1.206  -1.614
H  0.395  2.815  2.414
H  2.121  0.195  2.975
H  -1.049  -0.622  -2.708
H  -0.756  1.951  0.815

## Properties
**Multiplicity**: 1
**HOMO-LUMO gap**: 3.661 eV
**HOMO**: -5.818 eV
**E_LUMO**: -2.157 eV

| no. | E (eV) |
| --- | --- |
| 1 | -6718.557 |
| 2 | -10441.086 |
| 3 | -8291.333 |
| 4 | -82544.586 |
| 5 | -14425.004 |
| 6 | -16742.506 |
| 7 | -18132.593 |
| 8 | -61689.642 |